No. 1
A cluster of 10 separate species, C11H8BCl36N2O in total, computed with ωB97M-V with the def2-TZVPD basis set.

Each line ends with the natural charge from an NBO analysis.
Cartesian coordinates (Å):
C  -2.2446  -3.2952  2.9618  -0.399
N  -3.0033  -2.0608  3.0554  -0.754
C  -2.4030  -0.9718  2.2725  -0.403
B  -4.4257  -2.2281  2.5833  1.108
N  -4.7821  -2.7160  1.3346  -1.415
O  -5.4710  -1.7412  3.4560  -0.970
H  -2.7686  -4.0240  2.3448  0.188
H  -1.2580  -3.1408  2.5415  0.160
H  -2.1163  -3.7382  3.9470  0.164
H  -1.3546  -1.1442  2.0845  0.163
H  -2.9226  -0.8545  1.3266  0.192
H  -2.4706  -0.0463  2.8406  0.168
H  -5.0156  -3.6992  1.3308  0.356
H  -5.8419  -0.9816  3.0057  0.469
C  -5.2396  2.1755  1.3293  -0.231
Cl  -5.4044  0.4538  1.0435  0.120
Cl  -6.3643  3.0669  0.2823  0.021
Cl  -5.5811  2.5598  3.0216  0.040
Cl  -3.5743  2.6458  0.9581  0.029
C  0.0814  2.5505  2.8627  -0.223
Cl  1.6081  3.4119  3.0975  0.043
Cl  -1.2161  3.3895  3.7117  0.065
Cl  -0.2979  2.4673  1.1272  0.050
Cl  0.2423  0.9148  3.4920  0.078
C  5.1426  1.5066  1.9321  -0.222
Cl  5.0944  3.1965  2.4487  0.050
Cl  5.9186  1.4036  0.3480  0.050
Cl  6.0803  0.5667  3.1034  0.041
Cl  3.5071  0.8631  1.8309  0.079
C  0.0699  0.6492  -2.8929  -0.224
Cl  -0.4007  0.8557  -4.5844  0.047
Cl  1.8181  0.8724  -2.7400  0.044
Cl  -0.7625  1.8465  -1.8990  0.056
Cl  -0.3664  -0.9658  -2.3396  0.080
C  1.1986  6.8210  -0.0169  -0.228
Cl  0.4516  7.4628  -1.4853  0.048
Cl  0.5293  5.2324  0.3489  0.072
Cl  2.9450  6.6801  -0.2603  0.044
Cl  0.8831  7.9203  1.3314  0.046
C  9.2323  -1.8121  5.3437  -0.225
Cl  9.7596  -0.5862  6.5007  0.054
Cl  10.4939  -2.0600  4.1332  0.054
Cl  8.9239  -3.3292  6.1922  0.057
Cl  7.7528  -1.2700  4.5455  0.062
C  -2.5520  -2.5011  -5.5471  -0.224
Cl  -1.0587  -3.2621  -4.9886  0.056
Cl  -3.7004  -3.7522  -6.0332  0.052
Cl  -3.2495  -1.5294  -4.2555  0.083
Cl  -2.1883  -1.4623  -6.9360  0.029
C  0.8862  -3.9841  0.0489  -0.228
Cl  0.7329  -2.4560  0.9117  0.067
Cl  1.6651  -3.6986  -1.5176  0.034
Cl  1.8765  -5.1027  0.9984  0.040
Cl  -0.7133  -4.6692  -0.2024  0.086
C  0.3708  0.7143  -10.0661  -0.226
Cl  1.8955  0.1048  -9.4195  0.060
Cl  0.5064  2.4509  -10.3581  0.054
Cl  0.0018  -0.1110  -11.5839  0.052
Cl  -0.9209  0.4112  -8.9023  0.062

Output
HOMO-LUMO gap (eV): 3.76
Charge: -1
Lowest unoccupied orbital energy (eV): 1.2
F_max (eV/Å): 1.44
Energy (eV): -468046.53379
Highest occupied orbital energy (eV): -2.53

No. 2
A structure of composition C13H26F9MnNSSi, computed with ωB97M-V with the def2-TZVPD basis set.

Each line ends with the natural charge from an NBO analysis.
Cartesian coordinates (Å):
C  3.8291  -1.4720  1.4569  -0.601
C  3.3832  0.0118  1.4965  -0.453
C  3.6194  0.7224  0.1417  -0.279
C  2.3811  1.3519  -0.4970  -0.686
C  1.7098  2.4155  0.4469  -0.659
Si  1.0706  -0.0101  -0.9362  1.615
C  0.0198  0.6514  -2.3542  -0.902
C  -1.0531  1.6829  -1.8697  -0.393
C  -2.4245  0.9559  -1.7839  -0.405
C  -3.3094  1.4290  -0.6027  -0.470
C  -4.2162  0.3233  -0.0655  0.640
F  -4.5476  -0.4331  -1.1489  -0.325
F  -5.3686  0.7750  0.3786  -0.289
C  -3.5628  -0.6864  0.9155  0.465
F  -4.4561  -1.5733  1.2429  -0.270
F  -2.6116  -1.3626  0.2847  -0.311
S  -2.8016  0.0137  2.4907  2.366
F  -3.9821  -0.5487  3.3514  -0.437
F  -3.5699  1.3794  2.3726  -0.453
F  -1.5297  0.5664  1.6856  -0.494
F  -2.0234  -1.3575  2.6963  -0.460
F  -2.1193  0.5442  3.8018  -0.442
N  1.7621  -1.5820  -1.1636  -1.083
C  0.7110  -2.6088  -1.4283  -0.218
C  0.4218  -3.5112  -0.2215  -0.634
H  4.1019  -1.7761  0.4492  0.221
H  3.0449  -2.1326  1.8140  0.250
H  4.7067  -1.6324  2.0826  0.237
H  2.3566  0.1049  1.8556  0.241
H  4.0144  0.5192  2.2386  0.212
H  4.0792  0.0650  -0.5950  0.292
H  4.3350  1.6083  0.2785  -0.024
H  2.6191  1.8757  -1.4325  0.249
H  1.5008  3.3471  -0.0996  0.262
H  2.3517  2.6642  1.3717  0.069
H  0.7531  2.0824  0.8623  0.343
H  0.1838  -0.1079  0.2440  -0.184
H  -0.4276  -0.1828  -2.8945  0.268
H  0.7028  1.1321  -3.0686  0.235
H  -0.7717  2.1641  -0.9272  0.166
H  -1.1300  2.4259  -2.6628  0.230
H  -2.9648  1.1769  -2.7020  0.237
H  -2.2553  -0.1184  -1.7879  0.218
H  -3.9946  2.1673  -1.0247  0.252
H  -2.7542  1.9517  0.1726  0.219
H  2.5075  -1.6056  -1.8514  0.396
H  1.0381  -3.2014  -2.2788  0.223
H  -0.2274  -2.1096  -1.6995  0.183
H  0.3149  -4.5400  -0.5714  0.238
H  1.2274  -3.5255  0.5127  0.215
H  -0.5174  -3.2718  0.2754  0.224
Mn  3.8729  3.2423  0.7478  1.707

Output
HOMO-LUMO gap (alpha / beta) (eV): 3.93 / 3.82
⟨S²⟩: 8.755
Charge: +2
Lowest unoccupied orbital energy (alpha / beta) (eV): -11.0 / -11.1
F_max (eV/Å): 1.95
Spin multiplicity: 6
Energy (eV): -89861.41958
Highest occupied orbital energy (alpha / beta) (eV): -14.96 / -14.95

No. 3
A cluster of 10 separate species, C10H40O10 in total, computed with ωB97M-V with the def2-TZVPD basis set.

Each line ends with the natural charge from an NBO analysis.
Cartesian coordinates (Å):
C  8.8287  -6.2641  -12.9203  -0.248
O  7.5008  -5.9960  -12.4649  -0.737
H  8.9356  -7.3132  -13.1960  0.172
H  9.1358  -5.6899  -13.7945  0.170
H  9.5033  -6.0492  -12.0916  0.169
H  7.1108  -5.2253  -12.8838  0.474
C  15.4036  -8.7733  -16.7129  -0.246
O  14.8730  -8.2085  -15.5228  -0.730
H  14.6450  -9.3198  -17.2732  0.165
H  15.8014  -7.9699  -17.3329  0.182
H  16.2522  -9.4026  -16.4447  0.162
H  14.3654  -8.8603  -15.0339  0.467
C  11.5907  -12.1140  -10.7208  -0.259
O  12.2403  -11.7640  -11.9490  -0.720
H  12.3122  -12.3615  -9.9422  0.170
H  10.9836  -11.2308  -10.5222  0.185
H  10.7986  -12.8572  -10.8121  0.165
H  12.7262  -12.5385  -12.2415  0.460
C  10.1618  -3.3341  -6.8701  -0.240
O  11.3151  -3.6914  -7.5789  -0.731
H  9.4447  -4.1533  -6.8159  0.163
H  10.4855  -2.9938  -5.8865  0.161
H  9.6858  -2.4965  -7.3800  0.180
H  11.6668  -4.5509  -7.3356  0.468
C  5.8543  -4.3657  -19.0969  -0.245
O  5.5348  -4.8791  -20.3742  -0.720
H  6.5107  -5.1100  -18.6460  0.161
H  6.2741  -3.3605  -19.0580  0.168
H  4.9828  -4.3362  -18.4429  0.169
H  6.1546  -5.5888  -20.5579  0.467
C  3.7317  -4.1500  -7.0651  -0.250
O  2.4872  -4.8409  -6.8662  -0.747
H  4.3509  -4.9529  -7.4651  0.171
H  3.7767  -3.2658  -7.7010  0.189
H  4.0882  -3.7978  -6.0971  0.164
H  2.4670  -5.3873  -6.0772  0.473
C  4.7840  -11.2149  -12.5196  -0.255
O  4.0804  -10.4269  -11.5548  -0.716
H  5.8475  -11.2446  -12.2823  0.162
H  4.4002  -12.2332  -12.4586  0.179
H  4.6543  -10.9624  -13.5719  0.165
H  4.2595  -9.5084  -11.7690  0.465
C  4.0462  0.0972  -12.8362  -0.252
O  5.1102  -0.8202  -13.1377  -0.726
H  4.1920  0.5705  -11.8652  0.158
H  4.0862  0.9412  -13.5249  0.164
H  3.0504  -0.3426  -12.7807  0.190
H  5.9050  -0.3089  -13.3063  0.466
C  13.2372  -2.4883  -13.8121  -0.246
O  13.6563  -3.1592  -14.9860  -0.721
H  12.8856  -3.2144  -13.0791  0.164
H  14.0896  -1.9692  -13.3738  0.159
H  12.4991  -1.7212  -14.0467  0.178
H  13.9767  -4.0165  -14.6962  0.466
C  0.1191  -5.2350  -12.3279  -0.234
O  -0.4206  -4.6858  -11.2031  -0.720
H  -0.1210  -4.5585  -13.1482  0.174
H  1.2007  -5.2616  -12.1949  0.155
H  -0.2458  -6.2544  -12.4530  0.157
H  0.1509  -4.8929  -10.4601  0.467

Output
HOMO-LUMO gap (eV): 10.26
Charge: 0
SMILES: CO.CO.CO.CO.CO.CO.CO.CO.CO.CO
Lowest unoccupied orbital energy (eV): 0.2
F_max (eV/Å): 2.61
Energy (eV): -31487.26704
Highest occupied orbital energy (eV): -10.08